Entry 1:
Here is a molecular structure, C26H18BrHfN4O8P2S2 from the Open Molecules 2025 dataset. Energies are from the ωB97M-V functional and the def2-TZVPD basis.

The value obtained for the largest force on an atom is 0.009 hartree/bohr. Its highest occupied orbital energy is -5.428 eV. The charge is -1. The gap between HOMO and LUMO is 0.2493 hartree.

Element x y z (Å)
Hf 0.44549 0.93679 0.09632
Br -1.10824 -0.98186 7.54068
C -0.55860 -0.33145 5.83788
C 0.23591 0.84190 5.77009
C 0.65512 1.32256 4.56914
C 0.29993 0.66928 3.35185
O 0.72657 1.10111 2.24066
C -0.52343 -0.48293 3.43726
C -0.90869 -1.21097 2.29233
N -0.75375 -0.92955 1.02532
C -1.25149 -1.91302 0.13864
C -2.34860 -2.70536 0.35638
C -2.72249 -3.70462 -0.56887
C -2.00144 -3.91746 -1.70662
C -0.88443 -3.08941 -1.98616
C -0.06942 -3.22973 -3.13055
C 0.98547 -2.38573 -3.31217
C 1.19462 -1.34158 -2.39139
N 0.43877 -1.16232 -1.33782
C -0.54872 -2.06198 -1.08667
C -0.92251 -0.98222 4.70650
H 0.50520 1.35422 6.68422
H 1.24666 2.22465 4.49429
H -1.38600 -2.16540 2.52118
H -2.95572 -2.56339 1.24150
H -3.59385 -4.31215 -0.35988
H -2.27548 -4.70023 -2.40284
H -0.28961 -4.01395 -3.84574
H 1.64300 -2.47409 -4.16558
H 1.98786 -0.62197 -2.54898
H -1.52646 -1.88077 4.75873
S 0.34414 1.96432 -4.62034
C 1.92906 2.30959 -4.08029
C 2.08313 2.08566 -2.74700
C 0.90826 1.58504 -2.09258
C -0.10676 1.49375 -3.00385
C -1.43715 1.03459 -2.67383
C -2.47632 0.91196 -3.59972
C -3.71564 0.48409 -3.17882
C -3.91336 0.19296 -1.83507
C -2.84233 0.33451 -0.97869
N -1.62602 0.72522 -1.37537
H 2.66937 2.69328 -4.76590
H 3.01632 2.29188 -2.24167
H -2.29846 1.16125 -4.63722
H -4.52798 0.38798 -3.88862
H -4.87258 -0.12721 -1.45429
H -2.94993 0.14493 0.08052
O 4.58078 -0.81704 -0.00264
P 3.65249 0.22743 0.77905
O 4.00192 0.32214 2.21436
O 2.22646 -0.17515 0.40487
O 3.97896 1.60517 0.01871
P 3.17555 2.98685 0.47102
O 3.54296 3.09852 2.00956
O 3.66753 4.10802 -0.33017
O 1.69446 2.60909 0.33964
H 5.44502 -0.86671 0.42146
H 3.63378 2.20945 2.41518
S -1.62461 2.49135 0.82126
C -1.09546 3.32581 2.17974
N -0.79925 3.91290 3.13100

---

Entry 2:
Here is 9 unconnected molecules or ions with the total composition C23H60ClN2O8Si from the Open Molecules 2025 dataset. Energies are from the ωB97M-V functional and the def2-TZVPD basis.

The value obtained for the largest force on an atom is 0.102 hartree/bohr. Its highest occupied orbital energy is -11.667 eV. The charge is +1. The gap between HOMO and LUMO is 0.2570 hartree.

Element x y z (Å)
C 3.23784 0.16630 2.40223
Si 2.80422 1.94056 1.82937
C 3.65040 2.24835 0.10814
C 3.52849 3.25568 3.01189
N 0.98797 2.17246 1.59266
C 0.34157 1.02580 1.06131
C -1.21855 1.13769 0.87991
C -1.75927 2.51320 1.33110
C -0.81788 3.62163 1.84625
Cl -1.41025 5.28272 2.33905
N 0.56177 3.36908 1.95144
H 3.99420 -0.27890 1.65233
H 3.80647 0.20870 3.40600
H 2.33730 -0.53253 2.50593
H 2.89550 2.84658 -0.51959
H 3.85397 1.22371 -0.35688
H 4.61979 2.85780 0.24969
H 3.56412 4.24603 2.44462
H 4.57986 2.96902 3.38659
H 2.89392 3.42696 3.94714
H 0.90823 0.06692 0.77685
H -1.85127 0.28303 0.47201
H -2.88837 2.75215 1.26566
C -6.64163 4.10578 -0.54957
C -5.75127 3.07855 0.11774
O -4.98587 3.68908 1.15607
H -6.04231 4.91865 -0.96932
H -7.22887 3.65080 -1.34981
H -7.32411 4.55529 0.17519
H -5.05574 2.64738 -0.60631
H -6.34633 2.26837 0.55038
H -5.60713 4.06015 1.79635
C -0.35441 -2.65410 5.29965
C 0.72314 -2.98825 4.28755
O 1.92093 -2.27830 4.59025
H -0.55844 -1.57999 5.30231
H -1.28037 -3.18842 5.07495
H -0.03161 -2.91985 6.31006
H 0.40548 -2.70138 3.28201
H 0.94037 -4.06102 4.28821
H 2.20072 -2.54363 5.47677
C -7.46151 4.67302 -5.20876
C -6.35852 4.19405 -4.28593
O -6.68108 2.90983 -3.76465
H -8.41340 4.72412 -4.67403
H -7.23071 5.66132 -5.61329
H -7.59997 3.97623 -6.04047
H -6.23812 4.88031 -3.44529
H -5.40387 4.12860 -4.81784
H -6.77742 2.30743 -4.51385
C -10.84280 7.07573 0.77544
C -9.47107 6.47307 0.54625
O -9.59315 5.15466 0.02367
H -11.42035 6.46078 1.47013
H -10.76240 8.08653 1.18222
H -11.40826 7.11711 -0.15994
H -8.91801 6.41359 1.48626
H -8.89118 7.07846 -0.15818
H -10.07518 5.21592 -0.81145
C 2.73901 -3.36899 0.61117
C 3.61717 -4.40897 1.27308
O 4.39140 -3.80766 2.30542
H 3.34790 -2.56430 0.18979
H 2.14108 -3.81414 -0.18761
H 2.06540 -2.90981 1.34241
H 4.30273 -4.84911 0.54642
H 3.01329 -5.21237 1.70872
H 3.77607 -3.42741 2.94943
C 6.26945 -3.54176 -3.36005
C 5.47235 -4.13463 -2.21506
O 4.16864 -4.49149 -2.66096
H 5.76734 -2.65975 -3.76081
H 7.27210 -3.25782 -3.03163
H 6.35799 -4.25914 -4.18167
H 5.36715 -3.40845 -1.40568
H 5.96417 -5.02779 -1.81575
H 4.27117 -5.13976 -3.36980
C 4.58418 -8.42913 3.31875
C 3.19034 -8.03607 3.76613
O 3.23323 -6.81191 4.49077
H 5.24662 -8.53913 4.18094
H 4.56570 -9.37121 2.76564
H 5.01825 -7.65442 2.67964
H 2.76910 -8.80126 4.42110
H 2.52413 -7.91279 2.90579
H 3.59907 -6.13727 3.90221
C 5.79621 -0.73762 -7.63815
C 5.50877 -1.61888 -6.43887
O 5.99725 -1.00714 -5.24977
H 6.87021 -0.56012 -7.73466
H 5.43093 -1.19923 -8.55851
H 5.32026 0.24061 -7.52247
H 6.00334 -2.58616 -6.54820
H 4.43305 -1.79124 -6.32957
H 5.54939 -0.15642 -5.15461

---

Entry 3:
Here is C20H19N3O3 in the gas phase from the Open Molecules 2025 dataset. Energies are from the ωB97M-V functional and the def2-TZVPD basis.

The value obtained for the largest force on an atom is 0.287 hartree/bohr. The SMILES is Cc1cccc(NC(=O)NNC(=O)COc2ccc3ccccc3c2)c1. Its highest occupied orbital energy is -7.996 eV. The gap between HOMO and LUMO is 0.2877 hartree.

Element x y z (Å)
C 3.51922 -1.93308 1.19525
C 2.81103 -0.63546 0.50841
C 3.59251 -0.25688 -0.57147
C 2.97454 0.91851 -1.25244
C 1.88120 1.76711 -0.76486
C 1.25832 1.11275 0.47604
N 0.10538 1.46340 0.99960
C -0.11184 2.89970 0.90374
O 0.59027 4.05228 0.56432
N -1.39417 3.16796 1.76500
N -2.44349 2.51672 1.50949
C -2.55905 1.16632 2.31836
O -1.84042 0.87670 3.19641
C -3.80994 0.51081 1.73440
O -4.01368 0.62915 0.18547
C -2.78151 -0.05193 -0.33573
C -2.45333 0.48645 -1.61960
C -1.61718 0.02949 -2.51855
C -0.53286 -0.76802 -1.84982
C 0.36640 -1.38066 -2.66335
C 1.11626 -2.39970 -2.44809
C 0.98056 -3.11306 -0.80365
C -0.13124 -2.56753 -0.15252
C -0.84625 -1.62760 -0.59140
C -1.92212 -0.87242 0.03216
C 1.66170 -0.05465 1.03404
H 4.09961 -2.60812 0.37307
H 2.95152 -2.40597 1.75864
H 4.39934 -1.63888 1.65528
H 4.28478 -0.64775 -1.32087
H 3.30460 1.31122 -2.34646
H 1.36514 2.48578 -1.14276
H -0.27247 1.08485 2.01493
H -1.52085 4.03319 1.77419
H -3.06867 2.59122 0.80294
H -4.81467 1.15707 1.84075
H -3.90926 -0.65624 2.23404
H -3.21430 1.31990 -1.99476
H -1.37791 0.46060 -3.50674
H 0.68183 -0.92664 -3.75849
H 1.99733 -2.83600 -2.74013
H 1.65999 -3.67045 -0.49990
H -0.20774 -2.83262 0.85413
H -2.26249 -1.43851 1.07196
H 1.50391 -0.71898 2.07896

---

Which of these has the lowest highest occupied orbital energy? C23H60ClN2O8Si

---

Number 2 is which compound? C23H60ClN2O8Si

---

Which of these has the lowest gap between HOMO and LUMO? C26H18BrHfN4O8P2S2

---

The highest highest occupied orbital energy belongs to which entry? C26H18BrHfN4O8P2S2